# C16H24O4S

A cluster of 2 separate species, C16H24O4S in total (the ωB97M-V functional and the def2-TZVPD basis, the OMol25 dataset).

The geometry in XYZ format:
```
45
Properties=species:S:1:pos:R:3:forces:R:3
O 3.2294 -2.2462 3.2816 0.426 -0.210 -0.376
S 2.1252 -1.7813 4.0549 0.121 0.288 0.861
O 1.6237 -0.4264 3.2427 -0.582 -0.729 -0.036
C 0.5813 0.2981 3.9192 -0.387 0.602 -0.269
C -0.8557 -0.1871 3.5934 0.459 -0.302 0.570
C -0.8557 -1.6191 3.0588 -1.092 -0.134 0.296
C -2.2514 -2.0502 2.5243 0.761 -0.572 -0.279
C -2.2859 -2.0185 0.9814 -0.862 0.096 0.503
C -2.4443 -0.5934 0.4105 0.571 -0.259 0.421
C -1.2548 -0.0272 -0.3485 -0.845 -0.265 0.288
C -1.2934 1.3149 -0.6505 -0.679 0.851 0.145
C -0.2678 1.9357 -1.3044 0.436 1.002 -0.437
C 0.8567 1.2294 -1.6761 0.384 0.494 -0.330
C 0.8892 -0.1073 -1.4003 1.074 -0.484 -0.338
C -0.1479 -0.7336 -0.7526 -0.067 -1.007 0.235
C -0.3275 -2.5356 4.1867 -0.127 0.748 -0.111
O 0.9950 -2.9622 3.8387 -0.030 0.298 -0.208
H 0.6405 1.3355 3.5864 0.432 -0.106 0.002
H 0.7993 0.2940 4.9929 -0.157 -0.121 -0.053
H -1.4172 0.5102 2.9703 0.349 -0.028 -0.200
H -1.3786 -0.2151 4.5587 -0.188 0.084 -0.194
H -0.1624 -1.7463 2.2269 0.044 0.227 0.072
H -3.0773 -1.4852 2.9669 0.089 0.026 -0.029
H -2.3788 -3.1039 2.8001 -0.202 0.140 0.094
H -3.1408 -2.6291 0.6728 0.124 0.045 -0.125
H -1.3902 -2.5428 0.6503 -0.088 0.124 -0.226
H -2.5931 0.0713 1.2693 -0.116 0.026 -0.159
H -3.3624 -0.4999 -0.1753 0.171 -0.103 -0.159
H -2.1497 1.9214 -0.3655 -0.040 -0.173 0.060
H -0.3222 2.9957 -1.5327 -0.083 -0.037 0.090
H 1.7034 1.6994 -2.1729 -0.243 0.036 0.072
H 1.7798 -0.6523 -1.6960 -0.154 -0.210 0.097
H -0.0718 -1.7987 -0.5669 0.014 0.073 0.012
H -0.2957 -1.9771 5.1351 0.084 -0.115 -0.040
H -0.9817 -3.3862 4.3761 0.416 -0.289 -0.274
C 0.8651 2.8970 -5.1817 0.038 0.081 0.269
C 2.3045 2.4492 -5.1641 0.099 0.021 0.094
O 2.9982 2.5996 -4.1842 -0.031 -0.029 -0.061
C 2.8413 1.8058 -6.4192 0.232 -0.015 0.153
H 0.6209 3.3392 -4.2179 -0.015 -0.016 -0.016
H 0.7112 3.6437 -5.9624 -0.065 -0.127 -0.104
H 0.2105 2.0413 -5.3548 -0.033 0.058 -0.144
H 2.7764 2.5049 -7.2544 -0.138 -0.088 -0.060
H 2.2706 0.9048 -6.6498 -0.083 0.087 -0.124
H 3.8838 1.5335 -6.2677 -0.018 0.011 0.018
```
Forces are in eV/Å.

## Properties
- E_HOMO: -0.3317 Eh
- Calculated total energy: -36005.168 eV
- Total charge: 0
- Gap between HOMO and LUMO: 9.76 eV

=====

# C18H21I2N6OPt

A structure of composition C18H21I2N6OPt (the ωB97M-V functional and the def2-TZVPD basis, the OMol25 dataset).

The geometry in XYZ format:
```
49
Properties=species:S:1:pos:R:3:forces:R:3
Pt 0.0483 0.1565 -0.1401 -0.339 0.617 0.873
I -5.4974 2.5633 3.3670 -0.011 0.003 0.007
C -4.0281 1.2905 2.6226 -0.025 0.014 0.005
C -3.0944 0.7292 3.4795 0.034 -0.047 0.011
C -2.0943 -0.0919 2.9766 -0.021 0.016 0.028
I -0.6801 -0.8610 4.2966 0.002 -0.020 0.032
C -2.0009 -0.3784 1.6109 0.181 0.028 -0.040
O -1.0233 -1.1331 1.1001 0.028 -0.457 -0.306
C -2.9702 0.1969 0.7684 -0.017 0.060 0.127
C -2.8310 -0.0950 -0.6806 -0.134 -0.048 -0.204
N -1.6355 0.6010 -1.2611 0.205 -0.045 0.208
C -1.7769 2.0781 -1.3852 -0.123 0.039 -0.136
C -1.0663 2.8162 -0.2952 -0.035 0.078 0.048
C -1.5436 3.9913 0.2498 0.029 0.004 0.033
C -0.7714 4.6522 1.1933 0.020 0.022 0.017
C 0.4541 4.1194 1.5586 -0.052 -0.024 -0.019
C 0.8594 2.9276 0.9869 0.077 0.020 -0.003
N 0.1129 2.2947 0.0781 0.362 -0.253 -0.515
C -3.9686 1.0183 1.2651 0.023 -0.017 -0.017
H -3.1352 0.9377 4.5396 0.007 -0.002 0.001
H -3.7191 0.1970 -1.2435 -0.011 0.032 0.018
H -2.6484 -1.1603 -0.8222 -0.026 0.007 -0.075
H -1.5274 0.2417 -2.2056 0.141 -0.102 0.036
H -2.8291 2.3587 -1.4317 -0.010 -0.015 0.018
H -1.3106 2.3676 -2.3294 -0.040 -0.002 -0.033
H -2.5071 4.3774 -0.0534 -0.001 -0.012 -0.003
H -1.1270 5.5707 1.6401 0.005 0.001 -0.004
H 1.0877 4.6064 2.2852 0.003 -0.003 0.002
H 1.7973 2.4554 1.2459 -0.004 0.022 -0.015
H -4.7050 1.4408 0.5915 0.012 -0.003 -0.002
C 3.1967 -4.3706 1.8730 -0.003 0.004 0.002
C 4.1927 -3.5144 2.6491 -0.006 -0.001 -0.008
C 5.3727 -3.0955 1.7789 -0.003 0.004 -0.003
C 3.5189 -2.3115 3.3096 -0.012 0.022 -0.014
N 2.9195 -1.3885 2.3397 0.049 -0.035 0.003
C 1.7293 -1.4281 1.7588 0.050 -0.086 -0.021
N 1.6715 -0.3961 0.9436 -0.312 0.165 0.004
N 2.8338 0.2776 1.0468 -0.007 0.029 -0.007
N 3.5891 -0.3159 1.8833 -0.044 -0.011 -0.036
H 3.6744 -5.2884 1.5321 0.000 0.002 0.002
H 2.8352 -3.8525 0.9806 0.000 0.000 0.004
H 2.3361 -4.6514 2.4843 0.003 0.001 -0.002
H 4.5707 -4.1053 3.4886 0.006 -0.005 -0.002
H 5.0477 -2.4784 0.9381 -0.001 -0.009 -0.002
H 5.8672 -3.9746 1.3668 0.003 0.001 0.008
H 6.1100 -2.5264 2.3463 -0.005 0.004 -0.003
H 4.2336 -1.7174 3.8756 0.004 0.003 0.003
H 2.7167 -2.6254 3.9773 -0.010 0.001 -0.006
H 0.9396 -2.1387 1.9297 0.006 -0.004 -0.012
```
Forces are in eV/Å.

## Properties
- E_HOMO: -0.3902 Eh
- Calculated total energy: -49436.563 eV
- Total charge: +1
- Gap between HOMO and LUMO: 7.14 eV

=====

# C3H4N2O3

An isolated molecule of C3H4N2O3 (the ωB97M-V functional and the def2-TZVPD basis, the OMol25 dataset).

The geometry in XYZ format:
```
12
Properties=species:S:1:pos:R:3:forces:R:3
C 1.9402 0.0640 0.2156 1.539 0.578 1.256
N 0.7309 0.1637 -0.5433 -1.477 -0.440 -0.780
N -0.1636 -0.9394 -0.3222 0.913 1.253 -0.452
C -1.3290 -0.4481 -0.2315 -0.332 1.179 1.781
O -2.4510 -1.1498 0.0844 1.384 1.162 -1.029
C -1.3019 1.0691 -0.1135 -0.404 -1.979 -0.620
O -2.2357 1.7819 -0.0075 -0.662 1.103 0.287
O -0.0220 1.4072 -0.2050 1.430 -0.865 0.002
H 1.7755 -0.0260 1.3139 0.002 0.256 -0.575
H 2.5002 -0.8356 -0.0802 -0.590 0.180 -0.212
H 2.6504 0.9216 -0.0005 -1.233 -0.808 0.192
H -2.0939 -2.0086 -0.1102 -0.570 -1.618 0.150
```
Forces are in eV/Å.

## Properties
- SMILES string: Cn1nc(O)c(=O)o1
- E_HOMO: -0.3558 Eh
- Calculated total energy: -12295.927 eV
- Total charge: 0
- Gap between HOMO and LUMO: 10.11 eV